[1]
Computed, not measured: C8H9NO3S as an isolated structure, with ωB97M-V/def2-TZVPD.

```
! wB97M-V def2-TZVPD RIJCOSX def2/J DEFGRID3
* xyz 0 1
C -2.55137 1.25191 -0.53433
C -2.21280 1.23283 0.80128
C -1.66282 0.68826 -1.49273
C -1.05242 0.62907 1.16895
C -0.45621 0.13352 -1.08691
C 2.60481 -2.48264 0.43151
C 2.15630 -1.46178 -0.21616
C 1.19702 -0.02028 0.78520
N -0.14463 0.10473 0.27589
O 1.19332 1.64203 -1.21336
O 3.13609 1.88438 0.20900
O 0.83627 2.48339 0.96435
S 1.70271 1.68507 0.14840
H -3.36662 1.90777 -0.78889
H -2.94972 1.55560 1.57804
H -1.86681 0.53614 -2.51110
H -0.56397 0.78398 2.17365
H 0.33851 -0.34300 -1.67658
H 3.28768 -3.25340 0.08549
H 2.45386 -2.57688 1.50960
H 1.97383 -1.13285 -1.21956
H 1.31021 0.08201 1.92617
*
```

The energy is -988.7374 a.u. Its LUMO energy is -0.911 eV. Its HOMO-LUMO gap is 8.16 eV.

[2]
Computed, not measured: a 8-piece molecular cluster, C44H106O28P6S2 overall, with ωB97M-V/def2-TZVPD.

```
! wB97M-V def2-TZVPD RIJCOSX def2/J DEFGRID3
* xyz 0 1
C -4.48331 2.10531 -3.55596
C -5.14952 2.36793 -2.23205
O -6.30121 1.60516 -2.11500
P -7.22685 1.65510 -0.82325
O -8.39243 0.79152 -0.76360
O -7.42634 3.29023 -0.79680
C -7.76712 3.99297 0.39513
C -9.24143 4.06420 0.61830
O -6.21584 1.50269 0.42138
C -6.74583 0.85589 1.60124
C -6.33470 -0.57063 1.53136
H -4.08590 1.07100 -3.63763
H -5.11674 2.21885 -4.46490
H -3.69348 2.82303 -3.72902
H -4.53929 2.09745 -1.39053
H -5.42022 3.43911 -2.04545
H -7.20699 3.58318 1.21905
H -7.26218 4.99109 0.23438
H -9.66123 3.07975 0.76589
H -9.46931 4.69279 1.46193
H -9.73567 4.54602 -0.18921
H -6.33784 1.38791 2.50733
H -7.79541 0.96074 1.59536
H -6.93586 -1.06772 0.73103
H -5.27854 -0.64403 1.42126
H -6.71086 -1.07321 2.45404
C 4.97166 -4.70593 -5.01820
C 4.29003 -3.52829 -5.58223
O 2.85781 -3.90398 -5.50944
P 1.81301 -2.76198 -5.84955
O 2.09078 -1.81361 -6.91866
O 0.48984 -3.57694 -6.08770
C 0.07420 -3.97030 -7.41121
C -1.31988 -4.48961 -7.50197
O 1.69778 -2.06030 -4.46209
C 1.23245 -0.78982 -4.10003
C 1.94180 -0.44433 -2.82911
H 6.04858 -4.49547 -5.01579
H 4.73562 -4.84869 -3.97702
H 4.84328 -5.63511 -5.51191
H 4.49140 -2.60308 -5.02947
H 4.45846 -3.34261 -6.60500
H 0.29081 -3.07209 -7.98735
H 0.74077 -4.74366 -7.83877
H -1.38853 -5.60120 -7.26591
H -1.98015 -3.95033 -6.79495
H -1.66910 -4.33595 -8.53667
H 1.47740 0.00306 -4.88554
H 0.17903 -0.69017 -4.00856
H 1.72843 -1.05486 -1.96316
H 2.98507 -0.53547 -3.00205
H 1.73259 0.59599 -2.49857
C 3.11547 -2.94875 0.24063
C 4.24206 -3.11751 -0.74062
O 5.55497 -2.62217 -0.43524
P 6.28127 -3.20793 0.85056
O 5.43900 -4.15494 1.65019
O 7.63948 -3.71017 0.31577
C 8.15719 -4.89124 0.91366
C 9.50547 -4.54103 1.51073
O 6.70432 -1.97978 1.75094
C 5.89450 -0.80186 1.80636
C 6.66721 0.25696 2.45242
H 3.10855 -3.74662 0.96299
H 3.18055 -2.02175 0.82602
H 2.21116 -2.81269 -0.29658
H 4.36079 -4.17822 -1.08465
H 3.99005 -2.49905 -1.62108
H 7.51180 -5.26410 1.71602
H 8.20778 -5.70111 0.11364
H 9.49897 -4.00313 2.44579
H 10.01323 -5.48210 1.77683
H 10.18928 -3.98075 0.87508
H 5.60942 -0.48920 0.74633
H 5.04237 -1.09490 2.42924
H 6.03042 1.09767 2.63384
H 7.01426 -0.02302 3.43574
H 7.58707 0.56366 1.85987
C 4.61091 1.28071 -4.82585
C 4.47908 2.82513 -4.96467
O 3.07717 3.07834 -4.66414
P 2.85608 3.74246 -3.25420
O 3.25922 5.13452 -3.09736
O 1.30149 3.30319 -3.06555
C 0.30377 4.10918 -3.75088
C -0.84622 3.16130 -4.04972
O 3.60880 2.84949 -2.20313
C 4.39227 3.28589 -1.14859
C 4.93884 2.05853 -0.35979
H 4.31237 0.98258 -3.88482
H 3.91555 0.77379 -5.53544
H 5.62434 0.96027 -5.06634
H 5.06697 3.43899 -4.27980
H 4.62259 3.18976 -5.98602
H 0.01770 5.00300 -3.19783
H 0.75003 4.57079 -4.66518
H -1.60683 3.60284 -4.70263
H -0.52165 2.26577 -4.53825
H -1.40499 2.88274 -3.17290
H 5.16120 3.97168 -1.56665
H 3.81294 3.79839 -0.37999
H 4.08214 1.60384 0.13597
H 5.42715 1.43082 -1.06602
H 5.62996 2.42678 0.37383
C -3.93815 -1.07527 -1.10867
C -2.74232 -1.67149 -1.83064
O -1.58579 -1.74898 -0.89509
P -1.29012 -3.12093 -0.18855
O -0.05384 -3.05406 0.61552
O -1.31853 -4.22650 -1.32454
C -0.39169 -3.97703 -2.49409
C 0.87456 -4.70475 -2.27291
O -2.62873 -3.41215 0.49211
C -2.67228 -4.06972 1.79846
C -2.42643 -3.09649 2.95763
H -4.67091 -0.86265 -1.89388
H -4.27994 -1.77736 -0.33753
H -3.68302 -0.15963 -0.58165
H -2.89485 -2.68018 -2.29565
H -2.41106 -0.93173 -2.57980
H -0.90353 -4.25908 -3.39780
H -0.23263 -2.88745 -2.57161
H 1.37443 -4.26891 -1.41547
H 0.65028 -5.77231 -2.15444
H 1.51456 -4.56697 -3.20310
H -3.69938 -4.43777 1.79951
H -2.02095 -4.91142 1.85016
H -3.05660 -2.20508 2.76910
H -2.92104 -3.55903 3.80539
H -1.42492 -2.96994 3.19990
C -1.78116 -1.09052 6.51969
C -1.44208 -0.05561 5.43409
O -2.26859 1.10587 5.38950
P -3.77617 1.00272 4.85187
O -4.14298 -0.35595 4.50277
O -4.45283 1.70553 6.07291
C -4.31687 1.29954 7.47477
C -5.22507 0.18940 7.66428
O -4.23498 1.95489 3.68290
C -3.83316 3.37692 3.76196
C -5.05249 4.13813 3.32117
H -1.53133 -0.63472 7.50804
H -2.83726 -1.32813 6.41380
H -1.20322 -1.99164 6.37088
H -0.44437 0.36672 5.53600
H -1.50182 -0.52145 4.44432
H -3.25507 1.14901 7.60917
H -4.51691 2.25942 7.99641
H -5.36244 0.08931 8.71376
H -6.20670 0.28629 7.17798
H -4.85099 -0.79614 7.34429
H -3.41596 3.51875 4.78745
H -3.08962 3.44186 3.01700
H -4.80748 5.19667 3.13991
H -5.41829 3.62839 2.42136
H -5.86648 3.98001 3.99821
O 2.52687 3.13096 1.61043
S 2.92877 3.12536 3.04940
O 4.23619 2.58784 3.37358
C 2.73456 4.69192 3.70565
C 1.83282 4.51584 4.93510
C 0.81469 3.36737 4.66933
C 1.68010 2.26783 4.03682
H 2.14769 5.23623 2.95381
H 3.72037 5.15395 3.86975
H 2.45845 4.22373 5.76746
H 1.36426 5.45999 5.05817
H 0.10794 3.70278 3.90777
H 0.17915 3.22243 5.54665
H 1.09686 1.70168 3.31034
H 2.15392 1.60790 4.78140
O -0.76344 3.07929 1.86736
S -0.99779 2.05285 0.79972
O -2.13730 2.28586 -0.06633
C 0.47882 1.71965 -0.03364
C 0.81217 0.25883 0.24621
C 0.21273 -0.21969 1.57990
C -1.12614 0.42769 1.54614
H 1.18138 2.47084 0.38203
H 0.33906 1.98475 -1.06696
H 0.27985 -0.44374 -0.39399
H 1.89390 0.08385 0.14964
H 0.93244 -0.03825 2.41876
H 0.21844 -1.25902 1.54636
H -1.76438 0.49651 2.45608
H -1.78167 -0.19233 0.85435
*
```

The energy is -6691.8674 a.u. The SMILES is CCOP(=O)(OCC)OCC.CCOP(=O)(OCC)OCC.CCOP(=O)(OCC)OCC.CCOP(=O)(OCC)OCC.CCOP(=O)(OCC)OCC.CCOP(=O)(OCC)OCC.O=S1(=O)CCCC1.O=S1(=O)CCCC1. Its LUMO energy is 0.334 eV. Its HOMO-LUMO gap is 10.35 eV.

[3]
Computed, not measured: C5H13N2O as an isolated structure, with ωB97M-V/def2-TZVPD.

```
! wB97M-V def2-TZVPD RIJCOSX def2/J DEFGRID3
* xyz 1 1
N -4.29647 -2.47415 -0.44851
C -0.64651 -1.22733 0.08982
C -0.03238 -0.23567 0.91185
N 1.24594 0.92852 0.41167
C 2.67816 0.64399 0.53866
C 0.88916 1.22178 -0.98940
C 1.22833 2.60434 -0.45023
O 2.41056 3.20691 -0.54616
H -5.13793 -2.17706 0.02209
H -4.22754 -3.50724 -0.75271
H -3.44993 -2.05412 -0.07253
H -0.15459 -2.24899 -0.04970
H -1.57670 -1.15146 -0.43109
H -0.64533 0.56562 1.17339
H 0.51679 -0.61637 1.78302
H 2.97720 -0.43411 0.90265
H 3.08802 1.39542 1.30062
H 3.22571 0.63625 -0.51804
H -0.11178 0.82554 -1.21794
H 1.63437 0.85999 -1.70855
H 0.38492 3.23814 0.05110
*
```

The energy is -382.5148 a.u. Its LUMO energy is -8.317 eV. Its HOMO-LUMO gap is 4.29 eV.

Question: Which value of energy does entry 3 give?
Answer: -382.5148 a.u.

What did the first record say?
Computed, not measured: C8H9NO3S as an isolated structure, with ωB97M-V/def2-TZVPD.

```
! wB97M-V def2-TZVPD RIJCOSX def2/J DEFGRID3
* xyz 0 1
C -2.55137 1.25191 -0.53433
C -2.21280 1.23283 0.80128
C -1.66282 0.68826 -1.49273
C -1.05242 0.62907 1.16895
C -0.45621 0.13352 -1.08691
C 2.60481 -2.48264 0.43151
C 2.15630 -1.46178 -0.21616
C 1.19702 -0.02028 0.78520
N -0.14463 0.10473 0.27589
O 1.19332 1.64203 -1.21336
O 3.13609 1.88438 0.20900
O 0.83627 2.48339 0.96435
S 1.70271 1.68507 0.14840
H -3.36662 1.90777 -0.78889
H -2.94972 1.55560 1.57804
H -1.86681 0.53614 -2.51110
H -0.56397 0.78398 2.17365
H 0.33851 -0.34300 -1.67658
H 3.28768 -3.25340 0.08549
H 2.45386 -2.57688 1.50960
H 1.97383 -1.13285 -1.21956
H 1.31021 0.08201 1.92617
*
```

The energy is -988.7374 a.u. Its LUMO energy is -0.911 eV. Its HOMO-LUMO gap is 8.16 eV.

Question: What is the energy in the first record?
Answer: -988.7374 a.u.

What did the third record say?
Computed, not measured: C5H13N2O as an isolated structure, with ωB97M-V/def2-TZVPD.

```
! wB97M-V def2-TZVPD RIJCOSX def2/J DEFGRID3
* xyz 1 1
N -4.29647 -2.47415 -0.44851
C -0.64651 -1.22733 0.08982
C -0.03238 -0.23567 0.91185
N 1.24594 0.92852 0.41167
C 2.67816 0.64399 0.53866
C 0.88916 1.22178 -0.98940
C 1.22833 2.60434 -0.45023
O 2.41056 3.20691 -0.54616
H -5.13793 -2.17706 0.02209
H -4.22754 -3.50724 -0.75271
H -3.44993 -2.05412 -0.07253
H -0.15459 -2.24899 -0.04970
H -1.57670 -1.15146 -0.43109
H -0.64533 0.56562 1.17339
H 0.51679 -0.61637 1.78302
H 2.97720 -0.43411 0.90265
H 3.08802 1.39542 1.30062
H 3.22571 0.63625 -0.51804
H -0.11178 0.82554 -1.21794
H 1.63437 0.85999 -1.70855
H 0.38492 3.23814 0.05110
*
```

The energy is -382.5148 a.u. Its LUMO energy is -8.317 eV. Its HOMO-LUMO gap is 4.29 eV.